# 1
{"formula": "C2H4S2", "method": "wB97M-V/def2-TZVPD", "symbols": ["S", "C", "C", "S", "H", "H", "H", "H"], "coordinates": [[2.40, 0.62, 0.46], [1.04, 0.07, -0.27], [-0.27, -0.37, 0.28], [-1.46, 0.03, -0.88], [0.89, 0.14, -1.35], [-0.13, -1.45, 0.54], [-0.38, 0.09, 1.25], [-2.09, 0.87, -0.03]], "mulliken_charge": [-0.223, -0.221, -0.311, -0.216, 0.256, 0.277, 0.301, 0.136], "orbital_gap_ev": 8.55, "max_force_ev_per_a": 3.51, "lumo_energy_ha": -0.013, "smiles": "S=CCS", "relative_energy_kcal_mol": 21.5}



# 2
{"formula": "C2H4S3", "method": "wB97M-V/def2-TZVPD", "symbols": ["C", "C", "S", "S", "S", "H", "H", "H", "H"], "coordinates": [[0.76, 0.58, 0.11], [-0.53, -0.15, -0.05], [-0.44, -1.94, -0.02], [-1.81, 0.62, -1.06], [-2.04, 0.55, 1.00], [1.29, 0.60, -0.84], [1.38, 0.10, 0.87], [0.58, 1.61, 0.42], [0.82, -1.97, -0.43]], "mulliken_charge": [-1.343, 0.555, -0.191, -0.112, -0.164, 0.350, 0.382, 0.398, 0.123], "orbital_gap_ev": 8.34, "max_force_ev_per_a": 2.14, "lumo_energy_ha": 0.002, "smiles": "CC1(S)SS1", "relative_energy_kcal_mol": 11.1}



# 3
{"formula": "C2H4S3", "method": "wB97M-V/def2-TZVPD", "symbols": ["C", "C", "S", "S", "S", "H", "H", "H", "H"], "coordinates": [[0.24, 0.08, 1.22], [0.00, -0.47, -1.72], [1.20, 1.57, 1.13], [1.74, -0.29, 1.96], [-1.32, -0.11, 1.85], [-0.96, -0.04, -1.59], [0.29, -1.55, -1.49], [0.84, 0.24, -2.13], [-2.04, 0.57, 0.77]], "mulliken_charge": [0.150, -0.654, -0.099, -0.117, -0.134, 0.260, 0.240, 0.208, 0.146], "orbital_gap_ev": 5.60, "max_force_ev_per_a": 3.85, "lumo_energy_ha": -0.052, "relative_energy_kcal_mol": 124.3}



# 4
{"formula": "C2H4Si", "method": "wB97M-V/def2-TZVPD", "symbols": ["C", "C", "Si", "H", "H", "H", "H"], "coordinates": [[-0.04, 0.47, -1.77], [-0.66, 1.48, -1.99], [0.31, -1.07, 3.11], [0.67, -0.33, -1.65], [-1.05, 2.45, -2.27], [-0.88, -1.49, 2.15], [1.65, -1.50, 2.41]], "mulliken_charge": [-0.399, -0.276, 0.109, 0.335, 0.340, -0.052, -0.058], "orbital_gap_ev": 7.40, "max_force_ev_per_a": 1.34, "lumo_energy_ha": -0.041, "relative_energy_kcal_mol": 63.1}



# 5
{"formula": "C2H4Si", "method": "wB97M-V/def2-TZVPD", "symbols": ["C", "C", "Si", "H", "H", "H", "H"], "coordinates": [[2.37, -0.06, 0.12], [1.13, 0.12, -0.20], [-0.72, -0.16, 0.00], [3.40, -0.05, 0.41], [-1.39, 1.11, 0.15], [-0.99, -0.99, 1.24], [-1.52, -1.09, -0.90]], "mulliken_charge": [0.060, -0.551, 0.399, 0.371, -0.099, -0.094, -0.087], "orbital_gap_ev": 11.12, "max_force_ev_per_a": 7.28, "lumo_energy_ha": 0.030, "smiles": "C#C[SiH3]", "relative_energy_kcal_mol": 10.6}



# 6
{"formula": "C2H4Yb", "method": "wB97M-V/def2-TZVPD", "symbols": ["C", "C", "H", "H", "H", "Yb", "H"], "coordinates": [[-2.09, 0.15, -0.64], [-0.95, -0.58, -0.68], [-2.08, 1.25, -0.65], [-3.10, -0.28, -0.67], [-1.14, -1.67, -0.67], [1.33, 0.34, -0.74], [-2.94, 0.55, 2.31]], "mulliken_charge": [-0.893, -0.207, 0.131, 0.225, 0.154, -0.394, -0.014], "orbital_gap_ev": [4.49, 3.86], "max_force_ev_per_a": 0.45, "lumo_energy_ha": [0.132, 0.109], "spin_multiplicity": 2, "total_charge": -1, "relative_energy_kcal_mol": 0.0}



# 7
{"formula": "C2H5B", "method": "wB97M-V/def2-TZVPD", "symbols": ["B", "C", "C", "H", "H", "H", "H", "H"], "coordinates": [[0.00, -1.04, -0.09], [0.40, 0.21, 0.67], [-0.30, 0.31, -0.72], [-0.35, -2.20, -0.04], [0.01, 0.66, 1.73], [1.36, 0.49, 0.56], [0.24, 0.92, -1.44], [-1.36, 0.65, -0.68]], "mulliken_charge": [0.108, -0.547, -0.569, -0.036, 0.205, 0.323, 0.287, 0.229], "orbital_gap_ev": 10.52, "max_force_ev_per_a": 4.40, "lumo_energy_ha": 0.016, "smiles": "B1CC1", "relative_energy_kcal_mol": 21.8}



# 8
{"formula": "C2H5BS2", "method": "wB97M-V/def2-TZVPD", "symbols": ["B", "C", "C", "S", "S", "H", "H", "H", "H", "H"], "coordinates": [[1.40, 2.09, -0.22], [-1.10, -0.44, 0.29], [0.21, -0.47, -0.49], [-1.92, 1.10, -0.04], [1.82, 0.53, 0.16], [1.12, 3.26, -0.38], [-1.69, -1.19, -0.11], [-0.98, -0.60, 1.47], [0.55, -1.46, -0.64], [-0.07, -0.28, -1.46]], "mulliken_charge": [0.257, -0.452, -0.927, -0.302, -0.134, 0.030, 0.332, 0.251, 0.447, 0.497], "orbital_gap_ev": [7.36, 5.53], "max_force_ev_per_a": 4.97, "lumo_energy_ha": [-0.029, -0.062], "relative_energy_kcal_mol": 100.1}



# 9
{"formula": "C2H5BrN2O3", "method": "wB97M-V/def2-TZVPD", "symbols": ["C", "C", "N", "N", "O", "O", "O", "Br", "H", "H", "H", "H", "H"], "coordinates": [[-0.75, -0.28, -1.10], [2.33, -0.02, 1.00], [0.20, -0.94, -0.26], [-0.14, -2.00, 0.26], [-1.16, -2.62, 0.22], [0.81, -2.47, 1.09], [2.45, 0.87, 1.91], [2.88, 0.43, -0.78], [-0.67, 0.69, -0.85], [-0.25, -0.34, -2.12], [-1.74, -0.55, -1.16], [1.51, -1.76, 1.08], [2.73, 1.82, 1.79]], "mulliken_charge": [-0.965, -0.096, -0.289, 0.956, -0.701, -0.463, -0.300, -0.146, 0.340, 0.268, 0.425, 0.572, 0.399], "orbital_gap_ev": 9.51, "max_force_ev_per_a": 4.90, "lumo_energy_ha": -0.002, "relative_energy_kcal_mol": 61.0}



# 10
{"formula": "C2H5BrO2S2", "method": "wB97M-V/def2-TZVPD", "symbols": ["C", "S", "O", "S", "O", "C", "Br", "H", "H", "H", "H", "H"], "coordinates": [[-1.92, -0.64, -0.05], [-0.11, -0.76, 0.11], [0.31, -0.42, 1.43], [0.47, -2.37, -0.68], [0.40, 0.66, -0.83], [1.39, 1.35, -0.20], [3.10, 0.40, -0.07], [-2.41, -1.36, 0.70], [-1.99, 0.42, 0.35], [-2.11, -0.92, -1.11], [1.22, 1.24, 0.90], [1.67, 2.40, -0.54]], "mulliken_charge": [-0.816, 0.811, -0.564, -0.245, -0.330, -0.339, -0.131, 0.325, 0.307, 0.358, 0.292, 0.334], "orbital_gap_ev": 9.85, "max_force_ev_per_a": 2.93, "lumo_energy_ha": 0.008, "smiles": "C[S@@](=O)(=S)OCBr", "relative_energy_kcal_mol": 1.7}



# 11
{"formula": "C2H5BrS", "method": "wB97M-V/def2-TZVPD", "symbols": ["C", "C", "S", "Br", "H", "H", "H", "H", "H"], "coordinates": [[-0.06, 0.62, 0.17], [-0.13, -0.37, -0.94], [0.56, -2.00, -0.70], [0.30, 0.25, -2.70], [0.73, 1.31, -0.24], [-0.93, 1.12, 0.38], [0.23, 0.26, 1.05], [-1.67, -0.45, -1.08], [1.69, -1.70, -0.22]], "mulliken_charge": [-1.106, -0.033, -0.169, -0.071, 0.314, 0.318, 0.372, 0.251, 0.123], "orbital_gap_ev": 9.82, "max_force_ev_per_a": 5.88, "lumo_energy_ha": 0.018, "relative_energy_kcal_mol": 49.8}



# 12
{"formula": "C2H5BrS", "method": "wB97M-V/def2-TZVPD", "symbols": ["C", "C", "Br", "H", "H", "H", "S", "H", "H"], "coordinates": [[1.47, 1.18, -0.32], [0.63, 1.32, 0.68], [1.12, 0.23, 2.28], [1.65, 1.81, -1.15], [2.14, 0.34, -0.37], [-0.08, 2.05, 0.79], [-1.43, -2.38, 0.15], [-1.71, -2.89, -1.11], [-1.12, -1.07, -0.10]], "mulliken_charge": [-0.403, -0.389, -0.136, 0.270, 0.237, 0.419, -0.283, 0.148, 0.138], "orbital_gap_ev": 10.28, "max_force_ev_per_a": 3.32, "lumo_energy_ha": 0.024, "smiles": "C=CBr.S", "relative_energy_kcal_mol": 26.8}



# 13
{"formula": "C2H5Cl", "method": "wB97M-V/def2-TZVPD", "symbols": ["C", "C", "Cl", "H", "H", "H", "H", "H"], "coordinates": [[-0.48, 0.08, 0.63], [0.03, 0.31, -0.70], [1.98, -1.40, -0.99], [-0.94, 0.91, 1.32], [-1.16, -0.69, 0.66], [0.34, -0.22, 1.35], [0.79, 1.09, -0.81], [-0.56, -0.07, -1.45]], "mulliken_charge": [-0.699, -0.475, -0.412, 0.308, 0.317, 0.283, 0.327, 0.351], "orbital_gap_ev": 8.16, "max_force_ev_per_a": 4.35, "lumo_energy_ha": -0.060, "relative_energy_kcal_mol": 56.9}



# 14
{"formula": "C2H5Cl2CuNOSe4", "method": "wB97M-V/def2-TZVPD", "symbols": ["Cu", "Se", "Se", "Se", "Se", "N", "H", "H", "H", "Cl", "C", "Cl", "H", "H", "O", "C"], "coordinates": [[0.79, -0.77, -0.16], [0.32, -0.22, 2.15], [0.52, -2.49, 2.76], [-0.81, -3.62, 1.23], [0.40, -3.58, -0.76], [2.80, -1.39, 0.04], [2.83, -1.53, 1.05], [3.59, -0.83, -0.25], [2.83, -2.31, -0.39], [-1.79, 5.09, -0.70], [-2.56, 3.53, -0.29], [-1.43, 2.36, 0.36], [-2.99, 3.13, -1.20], [-3.32, 3.73, 0.45], [-0.91, -0.54, -2.62], [-0.26, -0.57, -1.68]], "mulliken_charge": [-0.058, -0.409, -0.187, -0.118, -0.632, -0.529, 0.293, 0.210, 0.236, -0.185, -0.308, -0.109, 0.254, 0.266, -0.265, 0.541], "orbital_gap_ev": 5.90, "max_force_ev_per_a": 0.44, "lumo_energy_ha": 0.095, "total_charge": -1}



# 15
{"formula": "C2H5Cl2ISi", "method": "wB97M-V/def2-TZVPD", "symbols": ["C", "C", "Si", "Cl", "Cl", "I", "H", "H", "H", "H", "H"], "coordinates": [[0.16, 1.08, -0.35], [-1.06, -0.24, -1.51], [1.79, 0.08, -0.05], [3.22, 0.13, -1.48], [1.55, -1.81, 0.33], [-2.75, -0.44, -0.36], [-0.59, 1.06, 0.35], [0.26, 1.89, -1.10], [-1.35, 0.33, -2.40], [-0.47, -1.09, -1.55], [2.48, 0.52, 1.29]], "mulliken_charge": [-0.851, -0.835, 0.669, -0.231, -0.201, 0.095, 0.480, 0.306, 0.348, 0.362, -0.143], "orbital_gap_ev": 9.32, "max_force_ev_per_a": 5.85, "lumo_energy_ha": 0.006, "relative_energy_kcal_mol": 40.2}



# 16
{"formula": "C2H5Cl2N2", "method": "wB97M-V/def2-TZVPD", "symbols": ["C", "C", "N", "N", "Cl", "Cl", "H", "H", "H", "H", "H"], "coordinates": [[-1.05, -0.07, 0.05], [2.47, -0.55, -0.63], [-2.16, 0.34, 0.52], [-0.06, 0.72, -0.15], [2.95, -1.78, -1.62], [3.49, -0.49, 0.81], [-0.89, -1.18, -0.24], [-2.73, -0.43, 1.02], [-2.55, 1.25, 0.66], [0.96, 0.54, -0.37], [-0.42, 1.64, -0.05]], "mulliken_charge": [0.280, -0.114, -0.349, -0.163, 0.038, -0.023, 0.286, 0.288, 0.243, 0.321, 0.193], "orbital_gap_ev": 8.91, "max_force_ev_per_a": 5.83, "lumo_energy_ha": -0.182, "total_charge": 1, "relative_energy_kcal_mol": 58.7}



# 17
{"formula": "C2H5Cl3NO", "method": "wB97M-V/def2-TZVPD", "symbols": ["N", "C", "O", "C", "Cl", "Cl", "Cl", "H", "H", "H", "H", "H"], "coordinates": [[1.03, 0.83, 0.07], [0.28, -0.39, 0.29], [0.81, -1.38, -0.52], [-1.25, 0.01, -0.12], [-1.29, 0.19, -1.82], [-2.37, -1.13, 0.70], [-1.59, 1.60, 0.73], [1.89, 0.80, 0.67], [0.39, 1.59, 0.24], [1.50, 0.73, -0.92], [0.20, -0.61, 1.36], [0.40, -2.24, -0.68]], "mulliken_charge": [-0.206, -0.276, -0.497, 0.390, -0.026, -0.072, -0.171, 0.384, 0.214, 0.422, 0.471, 0.365], "orbital_gap_ev": 11.82, "max_force_ev_per_a": 5.30, "lumo_energy_ha": -0.132, "total_charge": 1, "smiles": "[NH3+][C@H](O)C(Cl)(Cl)Cl", "relative_energy_kcal_mol": 18.1}



# 18
{"formula": "C2H5ClFN", "method": "wB97M-V/def2-TZVPD", "symbols": ["C", "C", "H", "H", "H", "H", "H", "N", "F", "Cl"], "coordinates": [[-0.51, 0.25, 0.20], [0.99, 0.48, 0.21], [-0.28, -2.17, 0.02], [-1.04, -1.08, -1.66], [-1.16, 1.01, -0.43], [-0.92, 0.53, 1.11], [1.08, 0.04, 1.20], [-0.92, -1.09, -0.32], [1.68, -0.10, -0.80], [1.07, 2.13, 0.47]], "mulliken_charge": [-0.746, 0.299, 0.269, 0.281, 0.287, 0.400, 0.229, -0.626, -0.227, -0.165], "orbital_gap_ev": 9.88, "max_force_ev_per_a": 5.93, "lumo_energy_ha": 0.023, "relative_energy_kcal_mol": 83.3}



# 19
{"formula": "C2H5ClFN3", "method": "wB97M-V/def2-TZVPD", "symbols": ["H", "N", "C", "N", "N", "C", "F", "Cl", "H", "H", "H", "H"], "coordinates": [[0.55, -2.25, -0.25], [-0.36, -1.98, 0.19], [-0.23, -0.69, 0.24], [1.03, -0.07, 0.03], [1.25, 1.33, -0.12], [-1.51, 0.09, 0.38], [-1.28, 1.21, 1.14], [-2.12, 0.62, -1.27], [1.75, -0.71, -0.29], [2.16, 1.56, 0.35], [1.07, 1.44, -1.29], [-2.31, -0.53, 0.90]], "mulliken_charge": [0.200, -0.647, 0.396, -0.179, -0.502, 0.171, -0.224, -0.173, 0.170, 0.254, 0.268, 0.267], "orbital_gap_ev": 9.92, "max_force_ev_per_a": 4.69, "lumo_energy_ha": 0.024, "smiles": "[H]/N=C(\\NN)[C@@H](F)Cl", "relative_energy_kcal_mol": 31.1}



# 20
{"formula": "C2H5ClN2", "method": "wB97M-V/def2-TZVPD", "symbols": ["N", "N", "C", "C", "Cl", "H", "H", "H", "H", "H"], "coordinates": [[0.38, -0.30, -2.51], [-0.06, -1.13, -1.52], [-0.32, -0.82, -0.31], [0.28, 0.41, 0.28], [-0.27, 0.76, 1.97], [1.11, -0.77, -3.04], [0.68, 0.60, -2.16], [-0.69, -1.62, 0.24], [1.34, 0.09, 0.22], [0.25, 1.32, -0.34]], "mulliken_charge": [-0.324, -0.419, -0.088, -0.490, -0.204, 0.266, 0.203, 0.440, 0.331, 0.286], "orbital_gap_ev": 9.94, "max_force_ev_per_a": 3.32, "lumo_energy_ha": 0.030, "smiles": "N/N=C\\CCl", "relative_energy_kcal_mol": 38.6}